Record 1
Entry from the Open Molecules 2025 dataset: a cluster of 2 separate species, CH4N2O in total (ωB97M-V with the def2-TZVPD basis set).

## Properties
Net charge: 0
Energy above the lowest of the compared OMol25 structures with the same formula, charge and spin, kJ/mol: 265.7
⟨S²⟩: 2.01
Multiplicity: 3
E_HOMO (spin up / spin down), eV: -7.71 / -10.57

Each line ends with the natural charge from an NBO analysis.
Geometry (Å):
C  -0.76  -1.06  0.13  -0.02
N  0.19  -0.41  -0.69  0.01
N  0.36  1.57  -0.16  -0.65
O  0.69  -1.24  0.22  -0.30
H  -1.14  -0.48  0.99  0.17
H  -1.29  -1.95  -0.01  0.18
H  1.11  1.67  0.55  0.30
H  0.84  1.89  -1.02  0.31

=====

Record 2
Entry from the Open Molecules 2025 dataset: a structure of composition C21H30N7OPt (ωB97M-V with the def2-TZVPD basis set).

## Properties
Net charge: +3
Energy above the lowest of the compared OMol25 structures with the same formula, charge and spin, kJ/mol: 14.6
Multiplicity: 1
E_HOMO, eV: -17.49

Each line ends with the natural charge from an NBO analysis.
Geometry (Å):
Pt  -0.34  -0.11  0.15  1.51
C  -2.61  0.07  1.99  -0.27
N  -2.31  0.37  0.55  -0.53
C  -2.68  1.73  0.05  -0.28
C  -1.61  2.20  -0.89  0.41
N  -0.41  1.60  -0.97  -0.50
C  0.44  2.49  -1.65  0.06
C  1.81  2.50  -1.89  -0.23
C  2.33  3.56  -2.60  -0.15
C  1.51  4.61  -3.06  -0.15
C  0.16  4.65  -2.79  -0.22
C  -0.34  3.58  -2.06  0.17
N  -1.62  3.35  -1.55  -0.48
C  -1.68  -1.04  2.41  0.43
N  -0.74  -1.51  1.57  -0.53
C  -0.04  -2.50  2.28  0.14
C  0.97  -3.39  1.89  -0.27
C  1.42  -4.29  2.84  -0.15
C  0.87  -4.33  4.13  -0.16
C  -0.16  -3.50  4.51  -0.18
C  -0.60  -2.59  3.55  0.10
N  -1.63  -1.65  3.58  -0.46
H  -2.44  0.96  2.59  0.27
H  -3.65  -0.23  2.10  0.27
H  -2.86  -0.29  0.00  0.42
H  -3.67  1.72  -0.40  0.27
H  -2.71  2.42  0.90  0.27
H  2.47  1.75  -1.49  0.21
H  3.39  3.61  -2.79  0.25
H  1.96  5.42  -3.62  0.26
H  -0.46  5.47  -3.11  0.26
H  -2.41  3.98  -1.64  0.46
H  1.36  -3.45  0.88  0.21
H  2.19  -4.99  2.57  0.26
H  1.25  -5.06  4.83  0.26
H  -0.61  -3.56  5.49  0.26
H  -2.26  -1.50  4.36  0.46
N  1.64  -0.70  0.02  -0.73
C  2.44  -1.02  -1.21  -0.22
C  1.72  -1.80  -2.30  -0.44
C  0.68  -0.96  -3.06  -0.43
C  -0.77  -1.31  -2.76  -0.22
N  -0.99  -1.54  -1.29  -0.77
H  2.09  0.04  0.56  0.45
H  1.69  -1.52  0.64  0.42
H  3.33  -1.55  -0.86  0.25
H  2.77  -0.08  -1.64  0.22
H  1.32  -2.75  -1.92  0.20
H  2.51  -2.11  -3.00  0.28
H  0.81  -1.08  -4.13  0.27
H  0.86  0.10  -2.86  0.21
H  -1.06  -2.22  -3.27  0.24
H  -1.44  -0.51  -3.08  0.22
H  -0.48  -2.38  -1.04  0.41
H  -1.96  -1.82  -1.16  0.40
C  0.08  2.28  1.93  -0.26
O  0.47  0.96  1.60  -0.71
H  0.71  2.56  2.78  0.25
H  -0.96  2.36  2.26  0.14
H  0.26  3.00  1.13  0.18